# 1
5
Properties=species:S:1:pos:R:3:forces:R:3:lowdin_spin:R:1 method="wB97M-V/def2-TZVPD" charge=+1 total_energy_ev=-23581.688 orbital_gap_ev="3.759 / 6.770" spin_multiplicity=2
C 0.9167 -0.0167 -1.4709 0.9 -0.7 -0.6 0.78
C -0.2934 0.6001 -0.2961 0.6 -0.6 1.4 0.05
O 0.2309 1.1729 -1.3821 -1.0 0.0 0.7 0.18
C -0.1913 -0.2364 0.6390 -0.8 0.8 -0.5 -0.01
Ca -0.6628 -1.5200 2.5101 0.3 0.6 -1.0 0.00


# 2
16
Properties=species:S:1:pos:R:3:forces:R:3:nbo_charge:R:1 method="wB97M-V/def2-TZVPD" de_lowest_kcal_mol=35.08 total_energy_ev=-7393.244 orbital_gap_ev=10.449
C -1.0709 -2.4119 -0.3068 0.0 0.0 0.0 -0.62
C -1.0220 -0.8989 -0.4311 -0.2 -0.1 -0.1 -0.05
O 0.2024 -0.4259 0.1004 0.1 0.0 0.1 -0.53
C 0.4449 0.9244 -0.1579 0.0 0.2 -0.2 0.09
C 0.5437 1.9732 0.9252 -0.2 0.0 0.1 -0.45
C 1.7795 1.4585 0.2263 0.2 0.0 -0.1 -0.44
H -2.0121 -2.7917 -0.7208 0.1 0.1 0.1 0.21
H -1.0044 -2.7237 0.7395 0.0 0.1 -0.1 0.21
H -0.2449 -2.8736 -0.8570 -0.1 0.1 0.1 0.21
H -1.0996 -0.6167 -1.4947 0.0 0.0 0.2 0.16
H -1.8745 -0.4406 0.0929 0.1 0.0 0.0 0.16
H 0.0195 1.2667 -1.1027 0.1 -0.1 0.1 0.18
H 0.1946 2.9737 0.6775 0.0 -0.2 0.0 0.21
H 0.4259 1.7067 1.9706 -0.1 -0.2 -0.2 0.22
H 2.3174 2.1047 -0.4603 -0.1 -0.1 0.1 0.21
H 2.4004 0.7751 0.7988 -0.1 0.1 -0.1 0.22


# 3
47
Properties=species:S:1:pos:R:3:forces:R:3:lowdin_spin:R:1 method="wB97M-V/def2-TZVPD" de_lowest_kcal_mol=0.05 total_energy_ev=-119668.762 orbital_gap_ev="7.053 / 7.082" spin_multiplicity=6
Mn -2.7422 -8.1463 13.6587 0.3 0.0 0.4 4.70
C -3.3684 -11.7245 17.1517 -1.0 -0.3 -1.0 0.00
S -4.9129 -10.6477 17.2012 1.3 -0.7 0.3 0.00
C -4.3704 -9.3270 16.1741 -0.3 -0.4 -1.3 0.01
S -2.8652 -8.5825 16.2675 1.0 0.0 0.9 0.04
N -5.2447 -9.0590 15.2124 -0.2 0.6 0.9 0.01
N -4.7842 -7.9796 14.5229 -2.5 0.4 -1.9 0.03
C -5.6325 -7.2302 13.8657 1.0 -1.4 1.6 0.02
C -5.0063 -6.1029 13.2186 -1.1 1.0 0.1 0.01
C -5.8441 -5.0540 12.7607 1.2 -1.2 -0.1 0.00
C -5.2428 -4.1022 11.9908 -0.5 0.9 0.7 0.00
C -3.8642 -4.0735 11.8956 1.2 0.0 -1.2 0.00
C -3.1168 -5.1221 12.3448 -0.7 -1.5 2.6 0.01
N -3.6915 -6.1166 13.1318 1.2 1.2 -2.3 0.03
H -2.4013 -11.2236 17.2205 -0.5 0.3 0.1 0.00
H -3.4455 -12.2763 16.1941 0.3 0.5 0.3 0.00
H -3.4704 -12.5021 17.8969 -0.1 0.1 0.5 0.00
H -6.7316 -7.3307 13.8196 0.6 -0.2 0.4 0.00
H -6.8888 -5.0633 13.0162 -0.2 -0.1 -0.3 0.00
H -5.8607 -3.3333 11.5755 0.0 0.5 -0.3 0.00
H -3.2768 -3.3167 11.3882 -0.6 0.2 -0.2 0.00
H -2.0431 -5.2047 12.2455 0.0 0.1 -0.2 0.00
C -5.0061 -11.2059 12.7786 0.7 1.3 1.6 0.00
C -3.5363 -11.4564 12.9195 1.3 1.0 0.0 0.00
N -2.7069 -10.4850 13.3420 0.2 -2.6 -0.8 0.03
C -1.3641 -10.9237 13.2152 -1.0 -0.5 -0.6 0.00
C -1.1963 -12.1410 12.5764 -1.7 1.3 1.4 0.00
S -2.7251 -12.9097 12.2993 -0.1 1.9 0.6 0.00
C -0.2855 -10.0660 13.7265 1.5 -1.5 -0.9 0.00
C 1.0465 -10.5010 13.6770 -1.1 -0.6 -0.6 0.00
S 2.0680 -9.2697 14.2644 -1.2 0.7 -0.1 0.00
C 0.6814 -8.2209 14.4380 -1.8 0.3 -0.4 0.00
N -0.5092 -8.7815 14.1368 2.5 0.2 0.1 0.03
C 0.7853 -6.7135 14.6923 0.5 -2.2 0.4 0.00
H -5.6186 -12.0736 12.9543 -0.2 -0.2 0.1 0.00
H -5.1495 -10.8075 11.8015 -0.4 0.1 -1.0 0.00
H -5.2423 -10.3594 13.5053 0.0 -1.4 -0.8 0.00
H -0.3069 -12.6811 12.4504 1.0 -0.5 -0.2 0.00
H 1.4340 -11.4460 13.1769 -0.6 1.5 1.1 0.00
H 1.5063 -6.6234 15.5065 -0.1 0.6 0.0 0.00
H -0.2044 -6.3448 14.9909 0.4 0.1 -0.4 0.00
H 1.2186 -6.3490 13.7645 -0.3 0.7 0.1 0.00
O -2.6248 -8.1807 11.4799 2.5 0.1 -2.0 0.04
Cl -1.2265 -7.8762 10.7531 -1.3 1.0 1.2 0.01
O -1.4264 -7.1623 9.4978 -0.3 -0.9 1.8 0.01
O -0.4915 -9.0897 10.5207 -0.7 0.4 0.4 0.00
O -0.5605 -7.0236 11.7534 -0.2 -0.6 -1.1 0.01


# 4
51
Properties=species:S:1:pos:R:3:forces:R:3:nbo_charge:R:1 method="wB97M-V/def2-TZVPD" de_lowest_kcal_mol=30.35 total_energy_ev=-38609.489 orbital_gap_ev=9.499
C -0.9224 1.1662 -4.4037 -0.1 0.0 0.0 -0.63
C -0.7811 -0.0388 -3.5239 0.0 0.0 0.0 0.00
C -1.6075 -1.1430 -3.7039 0.0 0.0 0.0 -0.21
C -1.4987 -2.2522 -2.8882 0.1 0.0 0.0 -0.18
C -0.5530 -2.2833 -1.8698 0.0 0.3 -0.3 -0.07
C -0.4765 -3.4487 -0.9512 -0.5 0.0 0.6 -0.66
S -2.0226 -3.4635 0.0447 -0.2 -0.7 0.2 2.13
O -2.5106 -2.1196 0.2224 0.2 0.2 0.1 -0.95
O -2.9287 -4.4007 -0.5686 0.1 -0.4 -0.2 -0.96
C -1.5856 -4.1294 1.7113 0.0 0.4 -0.7 -0.63
C -1.6035 -2.9813 2.7010 0.2 0.1 -0.2 -0.50
C -0.7323 -1.8576 2.1433 -0.4 0.1 0.9 0.71
O 0.3234 -2.0933 1.5843 0.4 -0.1 -0.2 -0.68
N -1.1905 -0.6143 2.3545 -0.1 0.3 0.1 -0.60
C -0.5665 0.5313 1.7209 0.4 -0.1 0.1 -0.21
C 0.6914 0.9820 2.4785 -0.2 0.2 -0.1 -0.42
C 1.3455 2.1358 1.7706 0.0 -0.3 0.2 0.01
C 1.1311 3.3947 2.1268 0.0 0.2 0.0 -0.19
C 1.7296 4.5830 1.4380 0.2 0.0 -0.1 -0.43
C 2.8674 4.1830 0.5030 -0.2 0.1 -0.1 -0.39
C 2.4569 2.9633 -0.3138 0.3 -0.1 0.1 -0.39
C 2.2424 1.7762 0.6195 0.0 0.3 -0.2 -0.43
C 0.2685 -1.1806 -1.6802 0.0 -0.2 0.0 -0.13
C 0.1572 -0.0729 -2.5013 0.0 0.0 -0.1 -0.24
H -1.0701 0.8711 -5.4406 0.0 0.0 -0.1 0.22
H -0.0424 1.8016 -4.3397 0.0 0.1 0.0 0.21
H -1.7897 1.7515 -4.0970 0.0 0.1 0.0 0.22
H -2.3472 -1.1283 -4.4915 -0.1 0.0 -0.1 0.21
H -2.1550 -3.0987 -3.0254 -0.1 -0.1 -0.1 0.22
H 0.3464 -3.3512 -0.2505 0.0 -0.1 0.0 0.27
H -0.4679 -4.4073 -1.4624 0.0 -0.1 0.0 0.25
H -0.5950 -4.5647 1.6188 0.1 -0.1 0.0 0.24
H -2.3180 -4.8981 1.9378 -0.1 0.0 -0.1 0.25
H -1.1987 -3.3022 3.6646 0.0 0.0 -0.1 0.24
H -2.6246 -2.6292 2.8413 0.0 0.0 0.1 0.22
H -2.1221 -0.4977 2.7151 0.0 -0.1 -0.1 0.40
H -0.3014 0.2514 0.6976 -0.1 0.1 0.0 0.21
H -1.2910 1.3451 1.6843 0.0 0.0 0.0 0.20
H 0.4115 1.2674 3.4945 0.0 0.0 0.0 0.21
H 1.3785 0.1361 2.5291 0.0 0.0 0.1 0.22
H 0.4730 3.6184 2.9566 -0.1 -0.1 0.2 0.19
H 0.9416 5.0879 0.8676 0.0 0.1 0.0 0.20
H 2.0881 5.2967 2.1847 -0.1 0.0 0.0 0.21
H 3.7530 3.9359 1.0920 0.1 0.0 0.0 0.20
H 3.1217 5.0175 -0.1535 0.1 0.0 0.0 0.21
H 3.2233 2.7248 -1.0543 -0.1 0.0 -0.1 0.21
H 1.5272 3.1822 -0.8438 0.0 0.0 -0.1 0.19
H 3.2068 1.4425 1.0172 0.0 -0.1 0.0 0.21
H 1.8139 0.9350 0.0721 0.0 -0.1 0.0 0.21
H 0.9979 -1.2017 -0.8834 0.1 0.0 0.1 0.21
H 0.8063 0.7778 -2.3456 0.1 0.1 0.0 0.21


# 5
9
Properties=species:S:1:pos:R:3:forces:R:3:nbo_charge:R:1 method="wB97M-V/def2-TZVPD" de_lowest_kcal_mol=142.99 total_energy_ev=-13790.899 orbital_gap_ev="9.591 / 9.396"
C -1.4298 0.4709 0.2779 1.9 -1.1 -1.4 -0.06
C 1.3803 -0.3793 -0.0500 -2.8 0.3 -0.5 0.99
N -0.8604 -0.8456 0.0258 2.3 0.2 0.4 -0.09
O -1.2582 -0.1705 -1.0755 -1.5 1.0 1.3 -0.32
F 1.7111 0.1896 1.1057 0.3 -0.1 -0.7 -0.32
F 2.1216 -1.4155 -0.3433 0.1 0.2 0.2 -0.30
F 1.3498 0.5058 -1.0785 0.5 -0.7 1.3 -0.33
H -2.4162 0.4016 0.8123 1.1 0.7 -1.0 0.22
H -0.5981 1.2430 0.3256 -1.9 -0.5 0.6 0.21


# 6
10
Properties=species:S:1:pos:R:3:forces:R:3:nbo_charge:R:1 method="wB97M-V/def2-TZVPD" charge=-1 de_lowest_kcal_mol=17.96 total_energy_ev=-22740.994 orbital_gap_ev=7.178
C -0.4715 -1.3182 -0.0953 -2.9 3.5 -3.1 0.68
C -1.1571 0.3282 -0.9454 1.1 -2.8 0.7 -0.27
C 0.9894 0.5459 0.1100 1.3 -0.8 0.7 0.78
N 0.6495 -0.8162 0.4397 0.4 0.3 0.2 -0.70
N 0.0528 1.0701 -0.6675 0.0 1.0 -1.1 -0.68
O -0.9864 -2.4034 -0.0241 0.6 0.2 0.5 -0.63
O 2.0724 1.0141 0.4533 -0.6 0.0 -0.1 -0.68
Cl -2.2140 0.7790 0.5353 -0.8 0.1 0.5 -0.29
H 0.8153 -1.1708 1.3488 1.1 -0.2 0.9 0.40
H 0.2496 1.9714 -1.1547 -0.3 -1.3 0.8 0.40